1.
19
Properties=species:S:1:pos:R:3:mulliken_charge:R:1 method="wB97M-V/def2-TZVPD" homo_energy_ev=-8.778 smiles="C=C/C=C/C.O.O" relative_energy_kcal_mol=54.51 e_tot_ha=-348.117953 gap_ev=9.2 max_force_ha_per_bohr=0.027
O 0.963 3.932 2.242 -0.64
O -0.444 1.204 2.066 -0.67
C -0.343 -0.717 -3.272 -0.77
C -1.133 -0.873 -2.213 -0.15
C 0.943 -2.086 0.887 -0.89
C -0.687 -1.292 -0.875 -0.10
C 0.571 -1.561 -0.481 -0.19
H -0.686 -0.432 -4.261 0.27
H 0.513 -3.070 1.047 0.28
H 0.249 4.350 2.776 0.31
H 1.340 -1.312 -1.208 0.25
H 0.503 -1.392 1.607 0.21
H 2.028 -2.140 0.917 0.28
H 0.538 3.125 1.948 0.34
H -0.283 0.390 1.600 0.34
H 0.629 -1.197 -3.280 0.19
H -2.220 -0.835 -2.198 0.29
H -1.477 -1.146 -0.139 0.33
H -1.364 1.435 1.955 0.30


2.
106
Properties=species:S:1:pos:R:3:mulliken_charge:R:1 method="wB97M-V/def2-TZVPD" homo_energy_ev=-1.681 charge=-1 relative_energy_kcal_mol=8.73 e_tot_ha=-3627.973044 gap_ev=3.3 max_force_ha_per_bohr=0.048
La 13.106 13.409 9.900 0.62
S 14.912 16.026 8.232 0.51
S 12.339 14.251 6.736 0.00
S 11.658 16.894 9.013 0.28
P 16.335 13.641 10.217 0.75
O 14.548 11.510 9.433 -0.51
N 10.494 13.250 10.244 0.66
N 13.141 10.204 10.690 -0.63
N 12.317 11.300 10.763 0.56
C 14.917 15.424 6.538 -0.69
C 8.501 15.420 12.614 -1.74
C 18.479 11.802 10.689 -0.23
C 14.226 10.344 10.017 0.15
C 18.808 13.986 6.272 -0.69
C 11.085 16.799 7.295 -1.30
C 9.354 14.145 12.604 2.32
C 17.328 13.851 8.665 0.48
C 17.323 8.231 9.413 -0.68
C 15.755 15.809 11.811 0.09
C 7.702 12.558 9.652 -1.05
C 14.964 8.170 10.809 -0.71
C 8.429 12.933 12.842 -1.92
C 16.123 17.008 12.515 0.92
C 18.403 10.207 12.492 -0.62
C 18.449 16.365 12.578 -0.97
C 17.110 10.614 12.791 -0.41
C 10.412 14.222 13.710 -1.61
C 10.922 15.376 6.755 -0.56
C 10.916 10.915 10.674 1.33
C 19.060 10.780 11.421 -0.66
C 17.913 12.940 6.475 -0.68
C 18.915 14.966 7.222 -0.60
C 13.466 16.374 12.089 -0.03
C 18.178 14.922 8.404 -0.59
C 17.120 7.203 10.321 -0.50
C 16.516 11.626 12.051 -0.67
C 13.033 18.050 8.875 -0.64
C 10.043 14.271 11.241 0.59
C 15.218 9.270 9.999 0.70
C 10.001 11.842 10.408 -0.41
C 17.454 17.246 12.928 -0.88
C 10.557 9.472 10.681 -1.58
C 9.372 14.344 9.909 0.29
C 17.181 12.863 7.659 -0.90
C 13.818 17.633 12.638 -1.28
C 14.368 15.443 11.599 -0.16
C 14.184 17.667 7.962 -1.53
C 17.197 12.253 11.008 1.00
C 16.403 9.256 9.263 0.17
C 8.058 13.889 9.550 -1.78
C 16.834 15.007 11.345 0.20
C 8.579 11.583 10.103 -0.82
C 13.537 15.277 5.876 -0.94
C 15.902 7.168 10.991 -0.68
C 18.131 15.268 11.730 0.03
C 15.119 17.953 12.840 -0.98
H 17.780 12.183 5.704 0.44
H 19.372 14.078 5.350 0.32
H 15.471 11.895 12.252 0.09
H 12.650 18.997 8.480 0.57
H 7.945 13.049 13.828 0.52
H 18.924 14.608 11.381 0.45
H 9.595 9.429 11.219 0.43
H 15.406 18.885 13.312 0.33
H 13.056 16.246 5.690 0.49
H 13.725 14.848 4.879 0.58
H 10.107 17.271 7.218 0.59
H 10.561 15.481 5.718 0.53
H 15.432 14.468 6.566 -0.05
H 15.514 16.101 5.918 0.55
H 20.063 10.432 11.157 0.35
H 18.860 9.380 13.016 0.39
H 7.653 12.928 12.100 0.35
H 11.796 17.351 6.667 0.61
H 16.666 10.061 8.595 0.35
H 12.392 16.128 12.022 0.54
H 9.127 16.274 12.390 0.32
H 10.166 14.828 7.315 0.25
H 8.031 15.575 13.583 0.43
H 9.754 15.179 9.356 0.09
H 10.791 15.065 11.354 -0.58
H 17.674 18.129 13.523 0.36
H 9.972 14.257 14.713 0.46
H 17.862 6.425 10.466 0.40
H 16.547 10.118 13.566 0.42
H 19.536 15.835 7.006 0.33
H 8.252 10.543 10.116 0.14
H 14.021 8.165 11.360 0.39
H 19.477 16.526 12.891 0.38
H 13.835 17.692 6.943 0.54
H 13.405 18.181 9.894 0.08
H 16.485 12.046 7.796 0.43
H 19.021 12.196 9.841 0.38
H 7.730 15.346 11.849 0.39
H 11.049 13.337 13.657 0.27
H 11.294 8.822 11.108 0.28
H 18.262 8.242 8.855 0.37
H 18.273 15.740 9.116 0.50
H 10.393 9.182 9.643 0.29
H 14.986 18.416 8.073 0.61
H 13.074 18.355 12.950 0.42
H 11.058 15.099 13.584 0.32
H 15.683 6.338 11.650 0.37
H 7.487 14.616 8.988 0.33
H 6.704 12.216 9.364 0.25
H 8.970 11.988 12.799 0.29


3.
73
Properties=species:S:1:pos:R:3:mulliken_charge:R:1 method="wB97M-V/def2-TZVPD" homo_energy_ev=-7.698 relative_energy_kcal_mol=0.00 e_tot_ha=-1736.171214 gap_ev=8.4 max_force_ha_per_bohr=0.038
Zr 0.026 0.180 0.294 2.15
O -0.443 -1.590 1.425 -0.60
O -2.223 0.773 1.114 -0.34
O 2.029 1.717 0.307 -0.36
O 4.056 2.593 0.006 -0.38
O 0.878 -0.317 -1.616 -0.54
O -0.561 1.874 -0.893 -0.64
O 3.509 -2.415 0.347 -0.40
O -3.407 -1.420 -2.275 -0.41
O -1.817 -0.770 -0.893 -0.27
O -4.282 0.996 1.907 -0.38
O 0.263 0.902 2.318 -0.57
O 2.142 -0.750 0.887 -0.07
C -4.194 -0.329 2.463 0.73
C 3.086 -2.320 -1.044 0.58
C -0.093 1.849 -2.217 -0.61
C -2.761 -2.924 -0.531 -0.91
C 2.946 3.030 2.062 -0.90
C 2.926 2.409 0.695 0.61
C -5.453 -0.596 3.268 -1.37
C -0.277 -1.464 2.812 -0.59
C 5.456 2.246 -1.893 -1.57
C -3.259 1.383 1.149 0.55
C 3.642 -1.580 2.546 -1.33
C -3.512 2.632 0.378 -1.05
C -4.324 -0.121 -4.028 -1.57
C -0.015 -0.029 3.308 -0.52
C 4.062 2.059 -1.320 0.96
C -3.216 -0.198 -2.994 0.52
C 0.812 0.672 -2.606 -0.33
C -2.609 -1.606 -1.234 0.90
C 3.822 -3.417 -1.787 -1.57
C 3.017 -1.540 1.179 0.77
H 3.541 -2.590 2.945 0.36
H 3.361 -1.324 -1.385 -0.14
H 0.518 -2.166 3.128 0.26
H -3.289 -0.403 3.068 0.00
H -6.095 -1.305 2.737 0.33
H -2.706 -2.732 0.539 0.09
H -0.886 0.304 3.910 0.30
H 2.043 3.609 2.228 0.27
H -4.137 3.321 0.943 0.42
H 3.354 2.625 -1.925 0.23
H 5.773 3.288 -1.911 0.36
H 0.773 -0.007 4.086 0.37
H -1.176 -1.882 3.300 0.40
H -2.233 -0.200 -3.458 0.12
H -4.363 -1.026 -4.628 0.37
H 6.206 1.723 -1.288 0.35
H 3.791 1.007 -1.298 -0.54
H 4.893 -3.350 -1.598 0.35
H 0.354 2.829 -2.477 0.37
H -0.988 1.878 -2.879 0.21
H -4.028 2.370 -0.546 0.22
H -6.035 0.302 3.447 0.33
H -3.750 -3.354 -0.702 0.35
H 0.479 0.194 -3.543 0.38
H -5.273 0.030 -3.512 0.35
H -1.976 -3.606 -0.839 0.27
H -4.179 0.756 -4.658 0.40
H -5.217 -1.108 4.200 0.35
H 3.121 -0.870 3.176 0.23
H 2.008 -2.421 -1.117 0.07
H 3.587 -3.385 -2.848 0.41
H 2.882 2.202 2.773 0.13
H 1.821 1.043 -2.857 0.12
H 4.706 -1.365 2.440 0.37
H -3.325 0.647 -2.316 -0.03
H 3.864 3.585 2.228 0.36
H 3.500 -4.388 -1.405 0.35
H -2.556 3.092 0.146 0.14
H -4.099 -1.051 1.651 -0.19
H 5.514 1.798 -2.885 0.41


4.
16
Properties=species:S:1:pos:R:3:mulliken_charge:R:1 method="wB97M-V/def2-TZVPD" homo_energy_ev=-13.462 charge=+1 smiles=C[NH2+][C@@H]1CN1N relative_energy_kcal_mol=99.49 e_tot_ha=-284.217425 gap_ev=10.0 max_force_ha_per_bohr=0.077
N -1.207 -0.053 0.768 -0.13
N -1.650 0.083 2.100 -0.58
N 0.486 0.944 -0.721 -0.27
C 1.421 0.312 -1.779 -0.76
C 0.211 0.091 0.443 0.00
C -0.498 -1.220 0.286 -0.62
H 0.929 0.173 1.341 0.34
H -1.294 -0.687 2.654 0.24
H -2.645 0.208 2.215 0.25
H 0.873 1.890 -0.454 0.43
H -0.418 1.255 -1.345 0.47
H -0.198 -1.922 0.977 0.35
H 1.950 1.153 -2.210 0.38
H 0.727 -0.218 -2.480 0.31
H -0.788 -1.702 -0.649 0.27
H 2.102 -0.309 -1.146 0.33


5.
68
Properties=species:S:1:pos:R:3:mulliken_spin:R:1 method="wB97M-V/def2-TZVPD" homo_energy_ev="-11.667 / -11.658" charge=+1 multiplicity=2 e_tot_ha=-6701.684363 gap_ev="6.9 / 7.1" max_force_ha_per_bohr=0.032
Re -1.198 0.274 1.640 0.91
As -0.526 -0.255 -0.771 0.03
As 2.145 -0.995 -3.071 0.00
O 2.056 2.482 0.368 0.00
O 2.051 -3.784 -3.517 0.00
O -2.604 -0.926 1.643 -0.01
O -2.178 -3.067 -1.273 0.00
O 0.490 -4.606 -2.123 0.00
O -4.815 -1.328 1.624 0.01
O -0.654 -3.560 0.325 0.00
O -0.045 1.927 0.825 0.01
O 2.556 2.922 -2.292 0.00
O 3.914 1.296 -3.031 0.00
N -2.189 2.009 3.852 0.01
N 2.579 -1.238 2.066 0.01
N 1.530 -0.952 1.408 0.01
N -1.972 2.320 5.055 0.00
N 2.470 -0.866 3.356 0.01
N -2.835 1.536 1.108 -0.01
N 0.632 -0.364 2.261 0.02
N -1.201 1.137 3.451 -0.01
N -0.850 1.744 5.537 0.01
N 0.768 0.307 4.548 -0.01
C -1.083 -2.982 -0.780 -0.02
C -5.231 1.550 1.005 0.00
C -0.394 1.032 4.537 0.00
C 2.291 -5.113 -4.016 0.00
C 0.930 -2.256 -2.153 0.01
C 1.898 0.662 -1.978 0.00
C 3.733 -1.529 -2.032 0.00
C 2.087 3.284 1.576 0.00
C -5.210 2.920 0.775 0.00
C -1.809 0.346 -2.102 0.00
C 3.467 3.890 -2.844 0.00
C 1.273 -0.323 3.443 0.02
C -4.024 0.907 1.171 0.00
C 1.114 -3.685 -2.574 0.00
C 2.908 1.661 -2.473 0.00
C 0.975 1.830 0.104 0.01
C -3.936 -0.548 1.495 0.02
C -1.552 -4.484 0.969 0.00
C -3.991 3.571 0.731 0.00
C -2.818 2.850 0.908 -0.01
C -0.074 -2.011 -1.321 0.00
C 0.994 0.872 -1.018 0.00
H 4.559 -0.878 -2.303 0.00
H 1.380 -5.505 -4.465 0.00
H -6.148 0.984 1.070 0.00
H 3.534 -1.484 -0.961 0.00
H -2.693 -0.290 -2.020 0.00
H 3.965 -2.552 -2.321 0.00
H 3.664 3.660 -3.889 0.00
H 2.970 4.848 -2.742 0.00
H 3.094 3.684 1.617 0.00
H -3.935 4.639 0.577 0.00
H -2.067 1.388 -1.909 0.00
H 4.400 3.875 -2.284 0.00
H -1.422 -4.342 2.038 0.00
H -2.579 -4.286 0.673 0.00
H 1.885 2.649 2.436 0.00
H -6.132 3.469 0.646 0.00
H -1.846 3.326 0.906 0.00
H -1.258 -5.491 0.682 0.00
H 1.313 0.294 5.398 0.00
H -1.390 0.245 -3.106 0.00
H 1.351 4.080 1.505 0.00
H 3.076 -5.008 -4.758 0.00
H 2.607 -5.761 -3.200 0.00


6.
120
Properties=species:S:1:pos:R:3:mulliken_charge:R:1 method="wB97M-V/def2-TZVPD" homo_energy_ev="-3.876 / -3.876" charge=-1 relative_energy_kcal_mol=2.65 e_tot_ha=-7123.468951 gap_ev="5.6 / 5.6" max_force_ha_per_bohr=0.020
Se 0.362 -4.421 1.370 -0.32
Cl 7.845 2.504 4.801 -0.24
Cl -2.744 -5.047 8.220 -0.25
Cl 0.027 8.854 -3.650 -0.24
Cl -9.643 -0.180 -1.641 -0.24
Na -0.470 0.375 0.709 2.48
N 0.907 1.990 0.618 -0.31
N 0.620 -0.406 2.419 0.32
N -1.829 1.649 -0.362 0.03
N 1.087 -4.594 -1.366 0.28
N 2.710 -3.814 -0.149 0.46
N -2.129 -0.731 1.427 -0.21
C 4.615 -3.923 -3.355 -0.73
C 3.862 1.452 2.903 -0.68
C 1.160 -0.824 -1.659 -0.16
C 2.311 -4.642 -3.590 -0.98
C 1.796 0.096 2.867 0.26
C -0.120 7.262 -1.461 -0.94
C -5.647 -0.366 -1.676 0.33
C 0.723 0.920 -3.748 -0.14
C -2.253 -4.145 6.807 0.47
C 0.838 3.079 -0.188 0.17
C -0.079 7.308 -2.845 0.42
C -3.783 2.525 -1.197 -1.57
C 2.141 0.129 -1.951 0.12
C 4.456 -3.705 -1.990 -0.45
C -0.237 4.841 -1.560 -0.66
C -3.843 0.263 -0.038 1.39
C 1.420 -4.262 -0.084 -0.55
C 3.419 0.194 -1.154 -1.14
C 4.980 0.645 2.717 0.24
C 2.126 1.994 1.214 0.31
C 3.209 -3.954 -1.444 0.69
C -3.150 1.399 -0.521 0.16
C -1.578 2.876 -0.871 0.15
C -1.357 -1.401 -5.204 -1.56
C 2.119 3.776 -0.177 -1.50
C -2.810 3.449 -1.399 -1.65
C -1.478 -2.709 4.546 -0.86
C -0.198 6.028 -0.829 0.23
C 1.103 -1.343 4.462 -1.66
C 3.452 -3.312 0.994 -0.83
C -0.322 3.521 -0.859 0.95
C 0.142 -1.243 3.370 -0.16
C 2.136 -0.525 4.146 -1.56
C -4.185 -1.771 1.449 -1.36
C -1.515 -0.188 -4.278 1.37
C -2.142 -2.085 5.604 0.36
C 5.212 2.913 4.295 -0.96
C 2.920 3.102 0.685 -1.36
C 2.159 -4.420 -2.233 0.42
C -0.262 -0.008 -3.443 0.52
C 3.560 -4.379 -4.143 -0.47
C 2.540 1.132 2.265 1.06
C -2.531 -2.790 6.734 -0.92
C -7.965 -0.049 -1.179 0.38
C -3.432 -2.352 2.411 -1.48
C -2.139 -1.674 2.397 0.77
C -1.897 1.043 -5.098 -1.66
C -0.034 -0.859 -2.361 -0.51
C -6.981 -0.473 -2.055 -0.97
C 6.310 2.095 4.077 0.39
C -3.363 -0.715 0.860 -0.28
C -6.300 0.574 0.422 0.29
C -0.201 4.923 -2.950 0.32
C 3.998 2.585 3.707 0.25
C -5.287 0.153 -0.436 -0.61
C 6.205 0.959 3.296 -0.95
C 1.892 1.007 -2.995 -1.04
C -0.121 6.149 -3.599 -0.94
C -1.593 -4.792 5.780 -1.09
C -7.637 0.478 0.060 -0.92
C -1.109 -1.884 3.343 1.20
C -1.207 -4.069 4.656 0.20
H -0.548 -1.225 -5.919 0.36
H -0.239 4.004 -3.529 0.40
H 0.985 -1.949 5.350 0.48
H 2.364 4.657 -0.756 0.56
H 1.488 -5.004 -4.196 0.42
H -2.281 -1.582 -5.764 0.42
H -7.256 -0.883 -3.020 0.40
H 4.050 1.022 -1.485 0.37
H -0.685 -4.576 3.857 0.19
H 4.132 -2.529 0.659 0.31
H 5.281 -3.350 -1.382 0.44
H -6.031 0.983 1.390 0.47
H -2.355 -1.024 5.528 0.52
H -3.710 -3.168 3.064 0.46
H 2.627 1.769 -3.235 0.28
H -0.093 8.180 -0.889 0.40
H 4.015 -4.113 1.474 0.37
H -0.233 5.976 0.254 0.50
H -4.868 -0.694 -2.358 0.41
H -2.331 -0.400 -3.578 -0.39
H 0.164 -4.906 -1.600 0.26
H 2.748 -2.895 1.711 0.01
H -2.874 0.892 -5.565 0.45
H 7.074 0.330 3.140 0.40
H 4.892 -0.247 2.104 0.39
H -5.201 -2.011 1.169 0.52
H 3.716 -4.540 -5.204 0.39
H -8.421 0.808 0.731 0.39
H 0.583 1.605 -4.578 0.25
H -1.115 -2.303 -4.634 0.31
H 3.022 -0.323 4.731 0.47
H -3.046 -2.298 7.549 0.40
H -0.785 -1.604 -2.101 0.38
H 1.339 -1.554 -0.871 0.81
H -2.913 4.427 -1.849 0.46
H 5.576 -3.721 -3.815 0.38
H 3.199 0.340 -0.092 -0.07
H 3.130 3.215 3.867 0.49
H -1.172 1.220 -5.900 0.38
H 3.947 3.328 0.935 0.55
H 3.984 -0.731 -1.265 0.26
H 5.307 3.794 4.919 0.40
H -4.830 2.609 -1.453 0.46
H -1.378 -5.851 5.857 0.41
H -0.089 6.206 -4.680 0.40
H -1.958 1.928 -4.469 0.22